# 1
C11H7BrClIrNO6S | ωB97M-V/def2-TZVPD

Output
HOMO ... -5.567 eV
Largest force on an atom ... 0.870 eV/A
Charge ... -1
Energy ... -4466.4647 Eh

Positions of all 29 atoms, in Å:
Ir 1.99661 -1.02443 -0.12163
Br -5.22190 1.04719 1.96478
C -3.36440 1.25507 1.59635
C -2.71678 2.40014 2.02941
C -1.36722 2.54478 1.75439
C -0.65995 1.55930 1.06938
C -1.34057 0.42843 0.64023
C -2.69588 0.26757 0.89938
C 0.81931 1.82082 0.82669
O 1.21068 2.97205 0.95083
O 1.60220 0.88259 0.40843
H -3.25931 3.16406 2.56933
H -0.82897 3.42827 2.06858
H -0.83073 -0.33486 0.08114
H -3.21364 -0.61999 0.56251
O 3.81848 -1.48665 0.85196
C 3.84723 -2.57836 0.23957
O 2.92316 -2.83450 -0.57624
H 4.67132 -3.28005 0.38398
S 1.02047 -1.93361 1.74678
C -0.15475 -2.93352 1.05606
N -0.96875 -3.63122 0.62258
Cl -0.47976 1.42021 -3.54017
C 0.43158 -0.10799 -3.68097
C 1.11235 -0.41466 -2.37650
O 0.43789 -0.93298 -1.44323
O 2.31977 -0.19549 -2.19904
H 1.17004 0.01239 -4.46621
H -0.27847 -0.89455 -3.91839

Atoms 1-6, force components in eV/Å:
Ir -0.4 0.1 -0.1
Br 0.0 0.0 0.0
C 0.0 0.0 0.0
C 0.0 0.0 0.0
C 0.0 0.0 0.0
C 0.1 0.0 0.2

# 2
C40H37GeN8O5STl | ωB97M-V/def2-TZVPD

Output
Multiplicity ... 2
HOMO (spin up / spin down) ... -5.162 / -4.935 eV
Largest force on an atom ... 4.111 eV/A
⟨S²⟩ ... 0.755
Charge ... -1
Energy ... -5008.0252 Eh

Positions of all 93 atoms, in Å:
Tl 0.55603 1.67706 -0.68907
O 2.63982 -3.34967 2.55387
S 3.16904 -2.03285 2.96989
O 4.27026 -2.10017 3.85956
N 1.95328 -1.16632 3.42982
C 2.05389 -0.27954 4.47461
C 2.76647 -0.48465 5.66176
C 2.62596 0.32031 6.84434
C 1.80500 1.43444 6.72480
C 1.01684 1.67683 5.58292
C 0.10711 2.75407 5.46090
C -0.75639 2.76590 4.41152
C -0.44110 1.96654 3.32709
N 0.46341 1.05355 3.33692
C 1.14915 0.80804 4.50149
C 3.86402 -1.35386 1.42103
C 4.75687 -2.17370 0.73899
C 5.20090 -1.87497 -0.56597
C 4.84190 -0.61086 -1.06103
C 3.91907 0.15115 -0.39187
C 3.38214 -0.21191 0.87664
H 3.35034 -1.41958 5.65817
H 3.17197 0.08705 7.69345
H 1.74475 2.28941 7.48062
H 0.06488 3.56092 6.21126
H -1.57632 3.45447 4.39616
H -1.02045 2.04047 2.40837
H 5.08086 -3.14604 1.07253
H 5.63097 -2.62135 -1.19514
H 5.06259 -0.29619 -2.08011
H 3.72628 1.02901 -0.88375
H 2.69092 0.48687 1.33874
N -0.03669 -0.36314 0.96097
N 0.59273 -1.58536 0.87742
C 1.13781 -1.93353 -0.30067
N 1.76712 -3.13406 -0.24782
N 0.91033 -1.16624 -1.37050
N 1.54293 -1.49377 -2.50440
O 1.50480 -0.66859 -3.38454
O 2.07719 -2.60158 -2.69376
H 0.29688 0.16378 1.79492
H -0.99550 -0.48294 0.94686
H 0.88332 -2.08988 1.71885
H 1.98386 -3.50567 0.70804
H 2.24567 -3.42731 -1.14078
C -1.59459 2.17275 -0.75149
Ge -3.21286 1.28221 -0.86561
C -3.01263 -0.71740 -1.06056
C -3.38244 -1.50150 0.04838
C -3.11190 -2.84723 0.03162
C -2.44492 -3.38239 -1.08221
C -2.09367 -2.59618 -2.18474
C -2.40507 -1.27971 -2.19850
C -4.41668 1.48452 0.69571
C -5.38633 0.58105 1.12173
C -6.26702 0.91335 2.15009
C -6.17986 2.07619 2.89286
C -5.17220 3.00501 2.53958
C -4.27301 2.72403 1.49297
C -4.53211 2.00915 -2.12561
C -4.84086 3.33996 -2.36762
C -5.91882 3.71745 -3.12357
C -6.72122 2.81979 -3.79609
C -6.41864 1.48685 -3.53966
C -5.41656 1.10009 -2.68824
H -1.75258 3.25863 -1.07207
H -3.63939 -0.98855 1.01010
H -3.36086 -3.49722 0.91919
H -2.12867 -4.42145 -1.20143
H -1.68608 -3.13920 -2.97319
H -1.98478 -0.64106 -2.99475
H -5.48719 -0.28404 0.48341
H -7.02711 0.15438 2.38402
H -6.88119 2.24539 3.81016
H -5.07097 3.96764 3.07139
H -3.61017 3.47984 1.22012
H -4.25523 4.09688 -1.87871
H -6.14605 4.67185 -3.31136
H -7.61542 3.07707 -4.38634
H -7.14591 0.77217 -4.04804
H -5.23742 0.02364 -2.41971
O 8.19229 -1.79936 -5.67258
N 6.99455 -1.35804 -5.53038
C 6.62993 -0.11332 -5.79320
C 5.31582 0.37613 -5.73879
C 4.35086 -0.47156 -5.30441
C 4.74012 -1.76270 -4.92468
C 6.04394 -2.18026 -5.00211
H 7.53261 0.48638 -6.01735
H 5.10314 1.37127 -6.09567
H 3.29809 -0.23290 -5.29522
H 3.97223 -2.44458 -4.57710
H 6.47593 -3.18113 -4.78341

Atoms 1-6, force components in eV/Å:
Tl 1.6 -0.2 -0.1
O 0.0 0.8 -0.2
S -1.3 -0.8 -1.3
O 1.7 -0.1 1.2
N 0.7 0.1 -0.6
C 0.0 -0.3 1.6

# 3
C2H8NO | ωB97M-V/def2-TZVPD

Output
HOMO ... -15.763 eV
Largest force on an atom ... 3.328 eV/A
Charge ... +1
Energy ... -210.7049 Eh

Positions of all 12 atoms, in Å:
O -0.02285 -1.29079 -2.77394
H -0.45215 -1.43142 -3.63775
H 0.23252 -2.20643 -2.48376
H -0.68832 1.59559 1.75577
C 0.16593 1.02716 1.94792
C 0.45696 0.30882 0.68554
N -0.47328 0.15155 -0.23056
H 1.09389 1.65720 2.37905
H 0.03071 0.30687 2.82492
H 1.43171 -0.28744 0.63703
H -1.41214 0.11763 0.11197
H -0.36297 0.05124 -1.21620

Atoms 1-6, force components in eV/Å:
O 0.0 -1.3 0.2
H 0.3 0.2 0.4
H -0.3 1.3 -0.5
H -1.3 1.2 0.4
C 2.6 -1.0 1.8
C 0.6 -1.6 0.2

# 4
C7H12N2 | ωB97M-V/def2-TZVPD

Output
HOMO ... -8.188 eV
Largest force on an atom ... 8.069 eV/A
Energy ... -383.0475 Eh

Positions of all 21 atoms, in Å:
C -1.07614 1.01917 0.48121
C -0.06387 0.31161 -0.59225
C -1.06096 -0.66408 -1.44985
C -0.17795 -1.71816 0.59277
C 1.04766 -0.33447 1.15807
C 1.50603 1.16622 0.79763
C 0.62036 -0.76009 -0.16221
H -2.06608 0.76423 0.02260
H -0.80693 2.12843 0.14261
H -0.97992 0.70325 1.47134
H -0.81908 -1.26502 -2.24187
H -2.03230 0.01576 -1.57187
H -2.32624 -1.28642 -0.02819
H 0.25938 -2.49480 1.16940
H 1.84350 -1.11373 1.60910
H 1.08713 2.17036 1.22339
H 2.54690 1.39547 0.59542
H 1.68471 0.95038 -1.08615
H 1.14972 -0.67026 -1.22594
N -1.30426 -1.68240 -0.29092
N 0.96836 1.36453 -0.61430

Atoms 1-6, force components in eV/Å:
C -0.5 1.7 -5.3
C -6.9 4.1 -0.2
C -2.8 3.8 3.2
C -0.3 2.8 -2.8
C 3.9 -1.8 0.6
C -2.3 2.6 -0.2

# 5
C15H30Cl6O12 | ωB97M-V/def2-TZVPD

Output
HOMO ... -6.809 eV
Largest force on an atom ... 19.594 eV/A
Energy ... -4252.2716 Eh

Positions of all 63 atoms, in Å:
C 3.66903 0.01850 0.10714
O 3.55071 -0.36329 -1.31267
C 2.49385 -1.03518 -1.74099
O 1.48136 -1.46961 -1.16770
O 2.49956 -1.09371 -3.12012
C 3.69100 -1.20501 -3.84732
H 2.78483 0.58895 0.39152
H 4.53581 0.67833 0.14469
H 3.75665 -0.73119 0.89351
H 4.39724 -1.77089 -3.23979
H 4.01858 -0.17684 -4.00113
H 3.38283 -1.62099 -4.80653
C 1.85924 -0.05831 -5.05726
O 1.04205 -0.63456 -4.04486
C -0.12991 0.05886 -3.67521
O -0.41061 1.19287 -4.07706
O -0.87145 -0.76453 -2.95801
C -2.34765 -0.52716 -2.82900
H 1.39860 -0.43232 -5.97161
H 2.84629 -0.49203 -4.89693
H 1.88635 1.03135 -5.06010
H -3.01932 -0.57834 -3.68593
H -2.62889 0.46860 -2.48626
H -2.80291 -1.33563 -2.25696
C -0.20951 -2.17589 2.58326
O -0.91450 -1.30058 3.44506
C -2.24808 -0.95118 3.20276
O -2.82804 -0.03001 3.79030
O -2.83204 -1.85594 2.34216
C -4.21500 -1.68999 1.99573
H -0.25415 -1.81547 1.55555
H -0.63310 -3.17307 2.70293
H 0.83131 -2.14117 2.90511
H -4.21076 -0.72170 1.49524
H -4.84650 -1.57142 2.87621
H -4.59912 -2.53845 1.42945
C -1.73400 3.07734 0.69049
O -0.40916 3.00312 1.18375
C 0.01768 3.90151 2.02031
O -0.35907 5.06621 2.10016
O 0.80458 3.34770 2.92941
C 1.12566 4.09774 4.14955
H -1.98784 2.03613 0.49160
H -1.84782 3.73683 -0.16987
H -2.42940 3.47078 1.43192
H 1.74439 3.55710 4.86578
H 0.21764 4.28170 4.72381
H 1.60682 5.02868 3.84965
C -3.28115 0.82289 0.69737
Cl -3.28601 1.78862 2.22913
Cl -2.97752 1.90252 -0.70678
H -2.58884 -0.01860 0.72398
H -4.24030 0.31869 0.57945
C 2.12209 -3.52909 1.29980
Cl 1.88381 -2.88928 2.97543
Cl 1.02732 -2.59027 0.21270
H 3.18859 -3.45581 1.08696
H 1.84860 -4.58388 1.32651
C 0.02532 -0.49435 -0.02819
Cl -0.89976 0.77682 0.83166
Cl -1.01401 -1.18570 -1.31535
H 0.89651 0.04636 -0.39800
H 0.42190 -1.29689 0.59371

Atoms 1-6, force components in eV/Å:
C -0.6 0.9 -0.2
O 0.3 -0.4 1.9
C -1.9 -0.5 -2.5
O 6.9 5.5 -8.9
O 5.8 -3.3 6.8
C 2.2 -0.8 2.4

# 6
C38H42AsF6NO5P2S5SbSiTi | ωB97M-V/def2-TZVPD

Output
HOMO ... -4.734 eV
Largest force on an atom ... 2.367 eV/A
Charge ... -1
Energy ... -8792.2086 Eh

Positions of all 103 atoms, in Å:
Ti -0.76466 1.07097 0.88595
C -3.51718 3.47263 -0.82501
P -2.81404 1.83533 -1.27812
C -4.37845 0.87892 -1.17199
C -2.67328 2.13514 -3.10476
C -1.30434 2.79076 -3.38614
P 0.08212 2.11430 -2.33252
C 0.22072 0.46856 -3.14760
C 1.46952 2.94705 -3.22299
H -2.84339 4.27195 -1.13007
H -3.67108 3.52574 0.25169
H -4.47797 3.59700 -1.33183
H -4.21037 -0.19262 -1.29415
H -5.07818 1.22521 -1.93650
H -4.79611 1.04934 -0.17788
H -3.49591 2.75482 -3.47427
H -2.73161 1.16604 -3.61173
H -1.35908 3.86418 -3.18059
H -1.01167 2.67294 -4.43340
H 0.33390 0.58174 -4.22994
H -0.67073 -0.12104 -2.93050
H 1.08084 -0.07291 -2.74871
H 1.32659 2.91598 -4.30752
H 2.40563 2.44249 -2.97945
H 1.54548 3.98688 -2.90017
S 2.68151 -0.44730 4.70330
Sb 1.96697 1.15722 3.26903
S 1.84293 -0.14383 0.99748
S -0.49600 0.62750 3.16453
F -1.14673 5.99361 1.97093
C -0.42339 5.03649 1.40518
F 0.85507 5.41712 1.37463
F -0.82757 4.90903 0.13318
S -0.56238 3.41610 2.29620
O 0.18142 2.63514 1.15851
O 0.27677 3.64285 3.44213
N -2.08053 3.36017 2.37052
S -3.12101 2.04674 2.83624
O -4.44191 2.35216 2.25782
O -2.42548 1.10037 1.14855
C -3.40747 2.92838 4.50477
F -4.07168 4.08686 4.42776
F -2.26450 3.16004 5.16241
F -4.14338 2.10255 5.28768
O -0.75919 -0.41542 -0.21559
As -1.20930 -1.88705 0.50433
C -0.30903 -2.99542 1.81463
C -0.76250 -4.31491 1.73279
C -0.27316 -5.26028 2.61608
C 0.65398 -4.89091 3.58677
C 1.06884 -3.57368 3.68502
C 0.58238 -2.61641 2.80120
C -3.04747 -2.00106 1.06241
C -3.41681 -1.40116 2.26235
C -4.74826 -1.39890 2.64274
C -5.69676 -2.04016 1.85671
C -5.31437 -2.69630 0.69534
C -3.98762 -2.66916 0.28608
C -1.02666 -2.93789 -1.10976
C -1.79468 -2.55312 -2.20704
C -1.56729 -3.11538 -3.45237
C -0.55526 -4.05379 -3.61289
C 0.23533 -4.41132 -2.53060
C 0.00897 -3.84676 -1.28206
H -1.49507 -4.59931 0.98964
H -0.61777 -6.28488 2.54905
H 1.03935 -5.63633 4.27213
H 1.76701 -3.24402 4.44485
H 0.90457 -1.59447 2.93126
H -2.67148 -0.93416 2.89455
H -5.04263 -0.87628 3.54402
H -6.73787 -2.03749 2.15509
H -6.04931 -3.21845 0.09526
H -3.69326 -3.17485 -0.62048
H -2.55453 -1.78968 -2.08952
H -2.16633 -2.81115 -4.30143
H -0.36846 -4.48866 -4.58693
H 1.03877 -5.12636 -2.66061
H 0.64465 -4.11008 -0.44750
C 7.35670 1.13444 2.23343
C 6.64687 -0.05959 2.17361
C 5.42377 -0.10896 1.52228
C 4.89139 1.03015 0.91233
C 5.60436 2.22734 1.00392
C 6.82980 2.28221 1.65857
Si 3.31544 0.91181 -0.08700
C 3.70439 -0.11464 -1.62054
C 3.32800 -1.45473 -1.72549
C 3.66361 -2.20657 -2.84576
C 4.37886 -1.62961 -3.88650
C 4.76287 -0.29739 -3.80132
C 4.43842 0.44345 -2.67279
H 8.31418 1.17158 2.73941
H 7.04578 -0.95207 2.64032
H 4.86308 -1.03838 1.50343
H 5.19359 3.13108 0.56371
H 7.36848 3.22035 1.72138
H 2.89519 2.28676 -0.44542
H 2.75429 -1.91119 -0.92536
H 3.36672 -3.24860 -2.90174
H 4.63522 -2.21577 -4.76075
H 5.32036 0.16128 -4.60921
H 4.76046 1.47966 -2.60874

Atoms 1-6, force components in eV/Å:
Ti -1.5 -1.1 0.3
C 0.1 -0.1 0.0
P -0.2 0.5 -0.7
C 0.1 -0.1 0.0
C 0.2 -0.1 0.0
C -0.2 0.0 0.2

Look up the largest force on an atom of the sixth one. 2.367 eV/A